The following is a quantum chemistry calculation of a 29-piece molecular cluster, H58O29 overall at a distorted geometry, from the OMol25 dataset.

```
! RIJCOSX wB97M-V def2-TZVPD def2/J DEFGRID3
* xyz 0 1
O -2.83 -0.53 -2.15
H -3.56 -0.09 -2.64
H -2.96 -0.08 -1.30
O -4.32 -1.03 2.73
H -3.44 -0.88 3.17
H -4.74 -1.60 3.42
O 2.37 1.44 3.33
H 1.64 2.04 3.52
H 2.11 0.50 3.48
O -4.68 1.74 -3.19
H -5.53 1.69 -3.66
H -4.75 2.33 -2.42
O -3.13 2.81 2.56
H -3.86 2.40 3.04
H -2.92 2.16 1.88
O -0.80 3.90 -0.42
H -0.24 3.83 -1.21
H -0.69 2.98 -0.07
O 3.15 -3.01 -0.36
H 2.82 -3.27 -1.21
H 3.01 -2.06 -0.30
O 1.43 -0.49 -0.13
H 0.85 -1.07 -0.64
H 1.80 0.16 -0.73
O 3.62 -2.68 -4.30
H 4.08 -2.31 -5.03
H 4.30 -3.23 -3.91
O -0.38 1.69 1.40
H 0.24 0.96 1.04
H 0.27 2.41 1.71
O 1.04 -3.85 -2.37
H 0.95 -4.72 -2.83
H 0.29 -3.26 -2.28
O 0.97 4.12 2.07
H 0.16 4.56 1.83
H 1.44 3.97 1.27
O 1.44 -1.09 4.22
H 1.75 -1.99 4.45
H 0.49 -1.01 4.10
O -5.33 3.17 -0.64
H -5.90 3.90 -0.99
H -4.69 3.67 -0.11
O -3.61 0.90 0.21
H -3.96 0.31 0.89
H -4.39 1.45 -0.04
O 3.33 2.73 0.93
H 3.10 2.24 1.77
H 4.08 3.30 1.16
O -1.00 -2.14 1.52
H -1.68 -2.80 1.65
H -0.25 -2.58 1.88
O 0.68 3.77 -3.38
H 0.41 4.03 -4.30
H 0.56 2.81 -3.38
O -3.38 4.59 0.44
H -3.38 4.17 1.31
H -2.66 4.37 -0.20
O -1.87 -4.88 2.17
H -2.06 -5.36 1.36
H -2.68 -4.86 2.68
O 6.49 -3.23 0.85
H 6.57 -2.48 0.19
H 5.48 -3.32 0.90
O 2.56 -3.56 4.84
H 2.52 -3.79 3.90
H 2.18 -4.32 5.31
O -1.58 -0.15 3.26
H -1.22 -0.79 2.67
H -1.33 0.67 2.77
O 2.36 -0.44 -3.42
H 2.82 -1.21 -3.70
H 2.99 0.13 -2.96
O -0.18 0.92 -3.07
H -0.95 0.56 -2.68
H 0.48 0.26 -2.89
O 2.49 1.84 -1.81
H 3.10 2.09 -1.08
H 2.42 2.62 -2.43
O 1.80 -3.09 2.14
H 2.38 -3.31 1.38
H 2.07 -2.17 2.32
O 0.54 -0.79 -5.75
H 0.45 0.07 -5.37
H 0.90 -1.30 -4.97
O -0.34 -1.97 -1.29
H -0.74 -2.09 -0.40
H -0.98 -1.35 -1.70
*
```

Calculated values
E_LUMO in eV: -0.124
Gap between HOMO and LUMO in eV: 10.471
Relative energy (zero: lowest compared OMol25 entry of this formula, charge and spin) in kJ/mol: 140.8